{"formula": "C39H40MgN9O3", "method": "ωB97M-V/def2-TZVPD", "largest_force_ev_per_a": 4.2, "homo_energy_ha": -0.3468, "orbital_gap_ev": 6.78, "charge": 1, "symbols": ["Mg", "N", "O", "O", "O", "N", "C", "C", "C", "C", "H", "H", "H", "H", "H", "N", "C", "C", "C", "C", "C", "H", "H", "H", "H", "H", "N", "C", "C", "C", "C", "C", "H", "H", "H", "H", "H", "N", "C", "C", "C", "C", "C", "H", "H", "H", "H", "H", "N", "C", "C", "C", "C", "C", "H", "H", "H", "H", "H", "N", "C", "C", "C", "C", "C", "H", "H", "H", "H", "H", "N", "C", "C", "C", "C", "C", "H", "H", "H", "H", "H", "N", "C", "C", "C", "C", "C", "H", "H", "H", "H", "H"], "xyz": [[1.8640, -1.9834, 0.0064], [0.0997, 0.8007, -0.3753], [0.1997, 1.6408, 0.5377], [-0.4964, 1.0389, -1.4343], [0.6830, -0.3241, -0.2263], [1.0052, 6.0630, 3.7603], [-0.3410, 6.2219, 3.7186], [-0.8580, 5.2239, 2.9159], [0.2293, 4.4580, 2.4147], [1.3577, 4.9771, 3.0013], [1.6854, 6.6354, 4.2208], [-0.8672, 6.9084, 4.3608], [-1.8846, 5.1056, 2.6106], [0.2367, 3.6987, 1.6512], [2.4192, 4.8815, 2.8193], [3.4618, -0.7578, 0.7132], [4.3243, -1.1620, 1.6881], [5.2229, -0.3112, 2.3141], [5.2344, 1.0199, 1.9641], [4.3738, 1.4634, 0.9757], [3.5987, 0.5186, 0.3312], [4.2332, -2.2137, 1.9257], [5.9090, -0.7095, 3.0486], [5.8429, 1.7565, 2.4738], [4.4437, 2.5122, 0.7260], [2.8806, 0.9118, -0.3820], [0.3238, -3.2575, -0.5338], [0.4156, -4.2986, -1.3718], [-0.7011, -4.9375, -1.8957], [-1.9772, -4.5225, -1.4807], [-2.0374, -3.5201, -0.5384], [-0.8946, -2.8647, -0.1545], [1.3648, -4.5701, -1.8203], [-0.5936, -5.7551, -2.5931], [-2.8122, -5.1220, -1.8170], [-2.9599, -3.1529, -0.1053], [-1.0047, -2.2263, 0.7151], [-2.7397, -0.7418, 2.9566], [-3.0473, -0.3881, 1.7145], [-4.3299, -0.5805, 1.1456], [-5.2340, -1.3094, 1.8448], [-4.8158, -1.8670, 3.0613], [-3.5958, -1.5571, 3.6107], [-2.2750, 0.1850, 1.2140], [-4.4866, -0.2060, 0.1438], [-6.2156, -1.6533, 1.5451], [-5.5295, -2.5274, 3.5413], [-3.2578, -2.0257, 4.5258], [1.1756, -2.1816, 2.0663], [0.7333, -3.2959, 2.7359], [0.0613, -3.2261, 3.9487], [-0.0091, -2.0079, 4.5999], [0.5944, -0.9026, 4.0274], [1.1264, -1.0408, 2.7746], [0.9017, -4.1452, 2.0869], [-0.3979, -4.1371, 4.3049], [-0.4300, -2.1041, 5.5940], [0.5944, 0.0319, 4.5684], [1.5917, -0.1658, 2.3343], [2.6657, -1.7735, -1.7526], [2.0163, -1.2165, -2.7941], [2.6013, -0.8840, -4.0190], [3.8931, -1.2800, -4.2338], [4.6142, -1.8482, -3.1831], [3.9613, -2.1466, -2.0262], [1.0011, -0.9135, -2.5624], [1.9884, -0.4034, -4.7664], [4.3777, -1.0350, -5.1709], [5.6896, -1.9579, -3.2073], [4.4465, -2.6647, -1.2086], [-4.3385, -1.6464, -2.0055], [-5.1337, -2.6007, -2.4783], [-4.9927, -3.1234, -3.7612], [-3.9518, -2.6395, -4.5580], [-3.1022, -1.6977, -4.0296], [-3.3343, -1.1751, -2.7514], [-5.7316, -3.1266, -1.7420], [-5.6130, -3.9285, -4.1286], [-3.8004, -3.1520, -5.4989], [-2.2596, -1.2181, -4.5158], [-2.6909, -0.4371, -2.2894], [-0.9412, 6.4546, -1.6742], [-0.4103, 6.8545, -2.8294], [0.6979, 6.2784, -3.4248], [1.1863, 5.1119, -2.8446], [0.6282, 4.6093, -1.6787], [-0.4405, 5.3278, -1.1536], [-0.7735, 7.7638, -3.2988], [1.1911, 6.7419, -4.2660], [2.0750, 4.6659, -3.2800], [1.0319, 3.7829, -1.1123], [-0.9477, 4.9764, -0.2640]], "forces_ev_per_a": [[-1.4, 1.2, 1.7], [0.0, 1.4, 0.0], [-0.1, -0.9, -0.7], [0.3, -0.5, 0.7], [0.0, -0.5, 0.0], [0.1, -0.5, 0.0], [-0.8, -0.5, 0.2], [0.1, 0.3, -0.3], [0.5, 0.3, 0.3], [0.6, 0.8, -0.4], [-0.2, 0.2, 0.2], [0.1, 0.2, -0.2], [-0.1, 0.0, 0.2], [-0.2, -0.2, 0.2], [-0.1, -0.5, -0.1], [1.8, 0.3, 1.0], [-0.6, 0.2, -0.7], [0.0, -0.9, 0.0], [-0.3, 0.6, 0.1], [1.1, -0.5, 0.2], [-1.6, 1.0, 0.0], [0.2, 0.0, 0.4], [-0.1, 0.0, 0.1], [0.2, -0.2, 0.1], [-0.5, -0.1, -0.4], [0.1, -0.5, -0.3], [0.2, -0.4, -0.3], [-0.7, 0.2, -1.3], [-0.5, 0.4, 0.5], [1.1, -1.0, 0.0], [-0.9, 0.5, -0.4], [-0.1, -1.1, 1.3], [0.3, 0.1, 0.6], [0.1, 0.0, 0.0], [-0.3, 0.4, 0.0], [-0.1, -0.2, -0.2], [0.4, 0.7, -0.5], [0.4, -1.1, 0.0], [-1.0, 0.6, 0.7], [1.5, 0.6, -0.8], [-0.1, -1.3, 1.2], [-0.8, -0.1, 0.1], [0.1, 0.4, -0.9], [-0.1, 0.1, -0.2], [-0.2, -0.1, 0.0], [0.0, 0.6, -0.6], [0.3, 0.0, 0.3], [0.0, 0.3, 0.2], [0.2, -0.5, 2.0], [-0.1, 1.5, -1.7], [0.6, -0.7, -1.3], [0.2, -1.0, 0.4], [-0.8, -0.4, 1.0], [0.6, 0.7, -0.7], [-0.5, -0.7, 0.7], [0.1, 0.1, 0.4], [-0.2, 0.9, 0.0], [0.1, 0.2, -0.3], [-0.3, 0.0, -0.3], [1.8, -0.8, -3.7], [-0.2, 0.7, 0.8], [-0.8, -0.9, 0.6], [0.8, 0.7, -0.1], [0.2, 0.1, -0.3], [-1.2, 0.4, 1.2], [-0.1, 0.0, -0.1], [0.1, 0.0, -0.1], [0.1, -0.1, 0.0], [-0.1, -0.5, -0.3], [0.3, 0.2, 0.0], [0.3, 0.4, 0.6], [0.8, -0.7, -0.3], [0.4, 0.3, 0.1], [-0.5, -0.9, 0.3], [0.7, 1.5, 0.6], [-1.2, -1.2, -0.3], [-0.6, 0.4, -0.1], [-0.1, 0.0, 0.1], [0.2, 0.4, -0.2], [0.0, -0.5, -0.5], [0.0, 0.1, -0.1], [-0.1, -0.6, -0.6], [0.6, 0.8, 0.0], [-0.2, -0.8, 0.5], [0.8, 0.1, -0.1], [-0.3, 0.8, -0.2], [-0.4, 0.1, 0.2], [-0.4, 0.0, 0.3], [-0.2, -0.1, -0.2], [-0.1, -0.2, 0.1], [-0.1, -0.2, -0.2], [0.2, 0.0, 0.2]]}